w | DFT (ωB97M-V/def2-TZVPD) results for a cluster of 3 separate species, C3H10O4 in total.

Last column: natural (NBO) charge in e.
CARTESIAN COORDINATES (ANGSTROEM)
O  -1.233  -1.575  0.051  -0.57
C  -0.296  -1.297  0.783  0.79
O  -0.287  -1.355  2.201  -0.73
C  0.966  -0.797  0.354  -0.54
C  0.705  0.786  0.065  -0.60
H  -0.224  -0.377  2.390  0.50
H  1.677  -0.849  1.204  0.23
H  1.495  -1.361  -0.535  0.25
H  0.271  0.992  -0.860  0.23
H  0.176  1.329  0.909  0.23
H  1.648  1.253  0.311  0.22
H  0.476  1.103  -4.336  0.48
H  0.582  0.020  -3.025  0.49
O  0.848  0.886  -3.515  -0.98
H  -1.941  -0.169  1.069  0.47
H  -2.844  0.614  1.615  0.46
O  -2.020  0.796  1.320  -0.95

Its SMILES is CCC(=O)O.O.O. For the LUMO energy, the calculation gives 0.6 eV. As for the HOMO-LUMO gap: 11.6 eV.

***

x | DFT (ωB97M-V/def2-TZVPD) results for a cluster of 3 separate species, C3H10O4 in total.

Last column: natural (NBO) charge in e.
CARTESIAN COORDINATES (ANGSTROEM)
O  1.279  0.990  0.165  -0.63
C  0.755  -0.135  0.289  0.78
O  1.433  -1.068  1.017  -0.70
C  -0.552  -0.381  -0.199  -0.57
C  -1.093  0.898  -0.963  -0.60
H  2.274  -0.724  1.321  0.51
H  -1.218  -0.621  0.717  0.27
H  -0.755  -1.362  -0.693  0.27
H  -1.356  0.630  -2.004  0.21
H  -0.344  1.540  -1.124  0.24
H  -1.961  1.442  -0.594  0.23
H  1.109  -2.665  -0.969  0.46
H  1.364  -3.378  0.337  0.48
O  1.006  -3.577  -0.611  -0.93
H  -0.038  2.307  0.916  0.48
H  -1.356  2.950  1.429  0.46
O  -0.548  3.155  0.967  -0.95

Its SMILES is CCC(=O)O.O.O. For the LUMO energy, the calculation gives 0.3 eV. As for the HOMO-LUMO gap: 11.3 eV.

***

y | DFT (ωB97M-V/def2-TZVPD) results for a cluster of 3 separate species, C3H10O4 in total.

Last column: natural (NBO) charge in e.
CARTESIAN COORDINATES (ANGSTROEM)
O  -0.977  0.147  -1.747  -0.57
C  -0.532  0.251  -0.646  0.80
O  -0.375  1.448  -0.035  -0.70
C  -0.146  -0.955  0.202  -0.53
C  1.361  -1.023  0.630  -0.61
H  0.488  1.408  0.400  0.48
H  -0.484  -1.858  -0.292  0.25
H  -0.739  -0.800  1.111  0.22
H  1.906  -0.148  0.273  0.19
H  1.799  -1.893  0.153  0.23
H  1.408  -1.031  1.712  0.22
H  1.102  3.869  2.192  0.47
H  -0.413  3.511  2.153  0.48
O  0.271  3.962  2.661  -0.94
H  -2.033  -2.812  -2.569  0.46
H  -1.376  -1.561  -3.140  0.49
O  -1.259  -2.516  -3.059  -0.95

Its SMILES is CCC(=O)O.O.O. For the LUMO energy, the calculation gives 0.3 eV. As for the HOMO-LUMO gap: 10.9 eV.

***

z | DFT (ωB97M-V/def2-TZVPD) results for a cluster of 3 separate species, C3H10O4 in total.

Last column: natural (NBO) charge in e.
CARTESIAN COORDINATES (ANGSTROEM)
O  2.746  -0.211  2.202  -0.51
C  1.602  -0.622  2.119  0.43
C  0.683  -0.042  1.071  -0.53
C  -0.785  -0.560  1.373  -0.05
O  -1.579  0.074  0.460  -0.72
H  1.179  -1.342  2.726  0.11
H  0.742  1.037  1.111  0.23
H  0.830  -0.505  0.075  0.23
H  -0.889  -1.658  1.455  0.16
H  -0.952  -0.054  2.361  0.17
H  -1.558  -0.276  -0.356  0.48
H  -1.171  -1.723  -2.518  0.47
H  -1.537  -0.426  -3.001  0.48
O  -1.371  -0.956  -2.114  -0.93
H  1.096  2.428  -1.650  0.47
H  0.014  2.553  -2.737  0.47
O  0.949  2.282  -2.579  -0.94

Its SMILES is O=CCCO.O.O. For the LUMO energy, the calculation gives 0.2 eV. As for the HOMO-LUMO gap: 9.6 eV.

***

Ranked by calculated energy, most stable first: y, x, w, z.

***

w | DFT (ωB97M-V/def2-TZVPD) results for a structure of composition C5H8N2OS.

Last column: natural (NBO) charge in e.
CARTESIAN COORDINATES (ANGSTROEM)
C  -0.197  -0.446  -0.092  -0.23
C  0.886  -1.351  0.251  0.18
C  -1.221  -1.322  -0.091  0.49
C  -0.319  0.950  -0.535  -0.64
C  2.274  -0.791  0.377  -0.63
N  0.423  -2.593  0.459  -0.15
N  -3.021  -1.080  -0.538  -0.78
O  -0.922  -2.537  0.209  -0.29
S  -3.550  0.306  0.251  0.17
H  0.190  1.516  0.150  0.22
H  0.302  1.235  -1.403  0.22
H  -1.298  1.333  -0.733  0.24
H  2.804  -1.521  0.953  0.24
H  2.623  -0.839  -0.555  0.22
H  2.275  0.314  0.811  0.23
H  -2.837  -0.966  -1.523  0.38
H  -3.121  -0.118  1.477  0.12

For the LUMO energy, the calculation gives 0.5 eV. As for the HOMO-LUMO gap: 8.9 eV.

***

x | DFT (ωB97M-V/def2-TZVPD) results for an isolated molecule of C5H8N2OS.

Last column: natural (NBO) charge in e.
CARTESIAN COORDINATES (ANGSTROEM)
C  -1.870  -0.750  0.497  0.56
C  0.753  -1.999  -1.264  -0.32
C  0.293  -0.617  -0.925  0.35
C  0.711  1.203  1.319  -0.64
C  -0.528  1.213  0.399  -0.20
N  0.821  0.321  -1.618  -0.61
N  -0.721  -0.145  -0.008  -0.48
O  -2.088  -1.925  0.432  -0.57
S  2.170  -2.195  -1.978  0.12
H  -2.427  0.076  1.084  0.12
H  0.006  -2.736  -1.199  0.23
H  0.490  1.188  2.397  0.22
H  1.487  0.544  1.012  0.22
H  1.149  2.213  1.381  0.21
H  -1.538  1.532  0.972  0.19
H  -0.344  1.989  -0.266  0.23
H  1.636  0.087  -2.234  0.37

Its SMILES is [H]/N=C(\C=S)N(C=O)CC. For the LUMO energy (spin up / spin down), the calculation gives -1.3 / -1.3 eV. As for the HOMO-LUMO gap (spin up / spin down): 8.1 / 8.1 eV.

***

Ranked by calculated energy, most stable first: x, w.

***

w | DFT (ωB97M-V/def2-TZVPD) results for the ion C6H9N2S with charge +1.

Last column: natural (NBO) charge in e.
CARTESIAN COORDINATES (ANGSTROEM)
C  -1.765  -1.230  0.091  0.26
C  -3.112  -0.728  0.265  -0.43
C  -0.442  0.787  -0.251  0.23
C  0.580  -1.375  -0.345  -0.27
C  1.614  -0.261  -0.040  -0.25
C  1.455  2.229  0.075  -0.43
N  -0.705  -0.643  -0.306  -0.29
N  0.813  0.958  -0.122  -0.35
S  -3.798  0.667  -0.229  0.37
H  -1.558  -2.301  0.019  0.23
H  -3.740  -1.243  0.838  0.23
H  0.585  -1.968  -1.278  0.26
H  0.618  -2.053  0.563  0.24
H  2.213  -0.342  0.905  0.24
H  2.325  -0.246  -0.798  0.23
H  2.461  2.300  -0.496  0.24
H  0.821  3.242  -0.038  0.28
H  1.636  2.207  1.146  0.22

Its SMILES is C[N+]1=C=[N+](/C=C\[S-])CC1. The net charge is +1. For the LUMO energy (spin up / spin down), the calculation gives -6.3 / -6.3 eV. As for the HOMO-LUMO gap (spin up / spin down): 6.4 / 6.4 eV.

***

x | DFT (ωB97M-V/def2-TZVPD) results for a cluster of 2 separate species, C6H9N2S in total.

Last column: natural (NBO) charge in e.
CARTESIAN COORDINATES (ANGSTROEM)
C  1.294  0.320  1.552  -0.08
C  1.470  -1.020  1.398  0.17
C  0.166  -0.205  -0.268  0.57
C  -3.194  1.214  -2.353  -0.21
C  -2.325  2.125  -2.822  -0.44
C  2.177  -2.060  2.182  -0.66
N  0.705  -1.357  0.352  -0.54
N  0.535  0.806  0.506  -0.55
S  -0.856  2.404  -2.083  0.11
H  1.572  1.028  2.350  0.26
H  -4.005  0.982  -3.071  0.22
H  -3.169  0.907  -1.299  0.21
H  -2.600  2.400  -3.899  0.24
H  3.344  -1.992  2.158  0.27
H  1.918  -2.046  3.195  0.26
H  1.834  -3.027  1.929  0.24
H  0.789  -2.266  -0.014  0.45
H  0.347  1.787  0.185  0.48

The net charge is +1. For the LUMO energy (spin up / spin down), the calculation gives -7.1 / -5.6 eV. As for the HOMO-LUMO gap (spin up / spin down): 5.7 / 7.2 eV.

***

Ranked by calculated energy, most stable first: w, x.

***

w | DFT (ωB97M-V/def2-TZVPD) results for a cluster of 2 separate species, C3H7N2P in total.

Last column: natural (NBO) charge in e.
CARTESIAN COORDINATES (ANGSTROEM)
C  -0.338  -1.246  -0.522  -0.31
C  0.082  0.244  -0.720  -0.58
C  1.237  0.524  0.342  -0.59
N  -1.570  -1.247  0.274  -0.10
N  -2.025  -0.163  0.558  -0.45
P  -1.395  1.243  -0.134  0.77
H  -0.495  -1.712  -1.473  0.22
H  0.516  -1.755  0.117  0.22
H  0.254  0.522  -1.744  0.23
H  2.145  -0.124  0.322  0.21
H  0.719  0.473  1.241  0.21
H  1.615  1.651  0.071  0.21
H  -0.744  1.590  1.669  -0.06

For the LUMO energy, the calculation gives -0.2 eV. As for the HOMO-LUMO gap: 8.6 eV.

***

x | DFT (ωB97M-V/def2-TZVPD) results for an isolated molecule of C3H7N2P.

Last column: natural (NBO) charge in e.
CARTESIAN COORDINATES (ANGSTROEM)
C  -0.071  0.224  -1.760  -0.02
C  -1.443  -0.162  -1.014  -0.77
C  1.280  -0.266  1.689  -0.46
N  0.019  0.520  -2.904  -0.21
N  0.397  -0.514  0.656  -0.76
P  -1.092  0.241  0.686  0.90
H  0.768  -0.284  -0.985  0.27
H  -2.156  0.507  -1.506  0.26
H  -1.652  -1.278  -1.162  0.27
H  1.082  -0.656  2.660  0.21
H  2.215  -0.651  1.236  0.20
H  1.606  0.716  1.846  0.17
H  -0.953  1.603  0.557  -0.08

For the LUMO energy (spin up / spin down), the calculation gives -1.3 / -0.6 eV. As for the HOMO-LUMO gap (spin up / spin down): 7.4 / 8.2 eV.

***

Ranked by calculated energy, most stable first: w, x.

***

w | DFT (ωB97M-V/def2-TZVPD) results for a structure of composition CH4InO.

Last column: natural (NBO) charge in e.
CARTESIAN COORDINATES (ANGSTROEM)
In  -2.021  2.608  -0.267  1.63
C  0.541  -0.386  0.336  -0.25
O  -0.390  0.003  -0.614  -0.24
H  1.338  -1.021  -0.083  0.34
H  0.882  0.487  0.937  0.38
H  -0.110  -1.034  1.057  0.53
H  -0.239  -0.656  -1.366  0.61

The net charge is +3. For the LUMO energy, the calculation gives -22.8 eV. As for the HOMO-LUMO gap: 4.2 eV.

***

x | DFT (ωB97M-V/def2-TZVPD) results for a structure of composition CH4InO.

Last column: natural (NBO) charge in e.
CARTESIAN COORDINATES (ANGSTROEM)
In  -0.627  -3.258  0.750  1.73
C  -0.091  0.828  -0.134  -0.25
O  0.349  -0.482  0.203  -0.26
H  0.163  1.229  -1.115  0.35
H  -1.170  0.729  -0.021  0.36
H  0.203  1.602  0.576  0.50
H  1.174  -0.648  -0.259  0.57

The net charge is +3. For the LUMO energy, the calculation gives -22.9 eV. As for the HOMO-LUMO gap: 4.4 eV.

***

y | DFT (ωB97M-V/def2-TZVPD) results for a structure of composition CH4InO.

Last column: natural (NBO) charge in e.
CARTESIAN COORDINATES (ANGSTROEM)
In  -0.487  -0.640  -3.396  1.57
C  0.386  0.007  0.670  -0.25
O  -0.535  -0.177  -0.256  -0.25
H  0.770  1.106  0.735  0.46
H  -0.099  -0.113  1.770  0.56
H  1.226  -0.698  0.613  0.32
H  -1.261  0.516  -0.136  0.59

The net charge is +3. For the LUMO energy, the calculation gives -22.4 eV. As for the HOMO-LUMO gap: 4.2 eV.

***

Ranked by calculated energy, most stable first: y, w, x.

***

w | DFT (ωB97M-V/def2-TZVPD) results for an isolated molecule of C4H2N2S.

Last column: natural (NBO) charge in e.
CARTESIAN COORDINATES (ANGSTROEM)
C  1.641  -0.401  0.809  0.17
C  -1.651  -0.130  -0.165  0.27
C  0.661  0.387  0.274  -0.16
C  -0.359  -0.128  -0.742  -0.56
N  2.342  -1.133  1.250  -0.20
N  -2.559  -0.177  0.496  -0.27
S  0.601  1.978  0.795  0.19
H  -0.152  -1.057  -1.233  0.27
H  -0.524  0.662  -1.484  0.28

Its SMILES is N#CCC(=S)C#N. For the LUMO energy, the calculation gives -2.3 eV. As for the HOMO-LUMO gap: 7.9 eV.

***

x | DFT (ωB97M-V/def2-TZVPD) results for an isolated molecule of C4H2N2S.

Last column: natural (NBO) charge in e.
CARTESIAN COORDINATES (ANGSTROEM)
C  -1.056  0.374  -0.082  -0.31
C  -0.765  -0.935  0.001  -0.31
C  -0.168  1.445  -0.231  0.21
C  1.865  -0.707  0.213  -0.01
N  0.408  2.434  -0.226  -0.25
N  2.784  -0.060  0.449  -0.24
S  0.732  -1.816  -0.299  0.40
H  -2.157  0.775  0.067  0.27
H  -1.644  -1.511  0.107  0.24

Its SMILES is N#C/C=C\SC#N. For the LUMO energy, the calculation gives -0.4 eV. As for the HOMO-LUMO gap: 9.5 eV.

***

Ranked by calculated energy, most stable first: x, w.

***

w | DFT (ωB97M-V/def2-TZVPD) results for a cluster of 2 separate species, CH7N2O in total.

Last column: natural (NBO) charge in e.
CARTESIAN COORDINATES (ANGSTROEM)
N  -0.500  -0.601  1.114  -0.54
C  -0.652  0.635  0.358  -0.21
N  0.559  0.946  -0.208  -0.16
H  -0.939  1.420  1.095  0.36
H  0.443  -0.896  1.350  0.42
H  -1.418  0.553  -0.421  0.25
H  1.221  1.323  0.506  0.37
H  0.747  -0.279  -1.389  0.45
H  1.138  -1.267  -2.531  0.50
H  -1.147  -0.684  1.895  0.42
O  0.549  -1.149  -1.770  -0.88

The net charge is +1. For the LUMO energy, the calculation gives -9.8 eV. As for the HOMO-LUMO gap: 6.1 eV.

***

x | DFT (ωB97M-V/def2-TZVPD) results for a cluster of 2 separate species, CH7N2O in total.

Last column: natural (NBO) charge in e.
CARTESIAN COORDINATES (ANGSTROEM)
O  2.180  0.450  -0.618  -1.00
H  0.274  -0.573  -0.752  0.48
H  2.750  0.034  -1.262  0.50
H  2.674  0.998  -0.004  0.50
N  -0.111  -0.648  0.191  -0.71
C  -1.226  0.287  0.261  0.22
N  -2.371  -0.164  0.470  -0.53
H  0.548  -0.636  0.965  0.47
H  -0.553  -1.581  0.155  0.46
H  -1.041  1.360  0.363  0.22
H  -3.125  0.473  0.231  0.40

The net charge is +1. For the LUMO energy, the calculation gives -3.8 eV. As for the HOMO-LUMO gap: 11.9 eV.

***

Ranked by calculated energy, most stable first: x, w.

***

w | DFT (ωB97M-V/def2-TZVPD) results for a structure of composition C4H5N2.

Last column: natural (NBO) charge in e.
CARTESIAN COORDINATES (ANGSTROEM)
C  2.415  0.698  0.027  0.49
C  -0.016  -0.197  -0.009  0.20
C  0.160  1.188  0.130  -0.12
C  -1.334  -0.860  -0.101  -0.69
N  1.108  -0.733  -0.059  0.01
N  2.415  -0.540  0.047  -0.31
H  0.827  1.633  0.887  0.28
H  -0.415  1.893  -0.545  0.28
H  -1.828  -1.106  0.942  0.30
H  -1.346  -1.829  -0.702  0.29
H  -1.986  -0.147  -0.617  0.26

The net charge is +1. For the LUMO energy (spin up / spin down), the calculation gives -7.9 / -7.8 eV. As for the HOMO-LUMO gap (spin up / spin down): 7.7 / 8.4 eV.

***

x | DFT (ωB97M-V/def2-TZVPD) results for the ion C4H5N2 with charge +1.

Last column: natural (NBO) charge in e.
CARTESIAN COORDINATES (ANGSTROEM)
C  2.778  -0.271  -0.049  0.05
C  1.634  0.097  0.103  0.04
C  -1.628  0.588  0.006  -0.30
C  -0.756  -0.656  -0.081  -0.22
N  -0.408  1.315  0.116  0.10
N  0.345  0.328  -0.032  -0.02
H  3.839  -0.335  0.019  0.28
H  -2.000  0.883  -0.940  0.27
H  -2.320  0.650  0.887  0.29
H  -0.761  -1.219  0.807  0.25
H  -0.723  -1.379  -0.835  0.26

Its SMILES is C#C[N+]1=NCC1. The net charge is +1. For the LUMO energy, the calculation gives -6.6 eV. As for the HOMO-LUMO gap: 9.5 eV.

***

Ranked by calculated energy, most stable first: x, w.

***

w | DFT (ωB97M-V/def2-TZVPD) results for a structure of composition C3H2N3O.

Last column: natural (NBO) charge in e.
CARTESIAN COORDINATES (ANGSTROEM)
C  -0.534  -0.985  -0.540  -0.13
C  0.986  0.523  0.194  0.40
C  -0.152  -1.016  0.701  0.67
N  3.945  -1.889  2.237  0.07
N  0.223  0.110  -0.868  -0.19
N  3.367  -1.056  1.803  -0.07
O  0.770  -0.233  1.220  -0.33
H  -1.189  -1.240  -1.301  0.31
H  1.733  1.294  0.150  0.27

The net charge is +1. For the LUMO energy (spin up / spin down), the calculation gives -9.5 / -8.7 eV. As for the HOMO-LUMO gap (spin up / spin down): 7.5 / 8.2 eV.

***

x | DFT (ωB97M-V/def2-TZVPD) results for the ion C3H2N3O with charge +1.

Last column: natural (NBO) charge in e.
CARTESIAN COORDINATES (ANGSTROEM)
C  0.413  -0.931  -0.014  0.16
C  -0.382  1.115  0.094  0.44
C  1.600  0.238  -0.095  0.23
N  3.891  -0.357  0.123  0.31
N  -0.667  -0.184  0.054  -0.42
N  2.867  0.013  -0.043  0.07
O  0.939  1.347  -0.086  -0.32
H  0.396  -2.019  -0.070  0.28
H  -0.910  2.039  0.210  0.26

Its SMILES is N#[N+]c1cnco1. The net charge is +1. For the LUMO energy (spin up / spin down), the calculation gives -6.8 / -6.8 eV. As for the HOMO-LUMO gap (spin up / spin down): 8.3 / 8.3 eV.

***

Ranked by calculated energy, most stable first: x, w.